(1)
Computed, not measured: a gas-phase ion, C6H5N4 (charge +1) at a distorted geometry, with ωB97M-V/def2-TZVPD.

Output
SMILES = C=NC1=C2[NH+]=CN=C2C=N1
Net charge = +1
Orbital gap (spin up / spin down) = 0.2501 / 0.2501 Ha
LUMO (spin up / spin down) = -6.65 / -6.65 eV
HOMO level (spin up / spin down) = -13.46 / -13.46 eV
Energy relative to the best compared isomer or geometry (same formula, charge and spin) = 5.68 kcal per mole
DFT total energy = -450.2612 Eh

Structure (XYZ):
```
15
Properties=species:S:1:pos:R:3:forces:R:3:lowdin_charge:R:1
H -1.283487 -2.403373 0.265838 -0.0956 -1.6117 0.0544 0.159
C -1.344761 0.728551 0.036278 -2.7410 -4.0752 0.2740 -0.233
N 2.229513 -0.332313 0.333567 -0.8485 -0.9806 -0.6197 0.119
N -1.549364 -1.474030 0.100885 -0.1520 0.1667 0.7324 0.152
C 3.434508 -0.129266 -0.107282 -3.2149 0.3116 1.4575 0.166
H 3.456271 0.401618 -1.065908 0.7961 -0.6408 -0.0453 0.124
C -0.677670 -0.490502 0.149018 3.3246 2.2465 -0.4226 -0.038
N 0.793368 1.363114 0.012960 1.0178 0.4334 0.1696 0.084
N -2.697560 0.419513 -0.022223 -0.1237 -0.1239 0.3402 0.148
C -0.460226 1.764696 -0.128590 2.3410 1.0049 -0.1559 0.048
C 0.953979 0.014441 0.150867 -0.1938 1.4813 -0.3108 -0.067
H 4.235573 -0.348690 0.619581 -0.1454 0.2432 -0.8410 0.124
C -2.810222 -0.895158 0.094745 0.4151 1.8825 -1.0606 -0.082
H -3.749880 -1.426779 -0.008885 0.3636 -0.1229 0.2623 0.142
H -0.530038 2.808175 -0.430857 -0.7431 -0.2149 0.1655 0.154
```
Positions in Å, forces in eV/Å.


(2)
Computed, not measured: 6 unconnected molecules or ions with the total composition C16H37INO7PS at a distorted geometry, with ωB97M-V/def2-TZVPD.

Output
SMILES = N[PH2](I)C[SH](=O)=O.CC(C)=O.CC(C)=O.CC(C)=O.CC(C)=O.CC(C)=O
Orbital gap = 0.3403 Ha
LUMO = 0.15 eV
HOMO level = -9.11 eV
DFT total energy = -2250.4534 Eh

Structure (XYZ):
```
64
Properties=species:S:1:pos:R:3:forces:R:3:lowdin_charge:R:1
H 3.268605 2.499160 -0.348921 0.0665 0.0693 0.0615 0.039
H -3.079694 3.443724 -4.664315 -0.0613 -0.0546 0.0205 0.073
H -0.048455 -1.333100 7.581998 0.0001 -0.0054 -0.0002 0.080
H 0.829215 0.083362 8.205614 -0.0283 0.0557 0.0192 0.084
C 2.805084 -5.027018 4.043698 0.0142 -0.2026 -0.0417 -0.022
C 2.546918 1.739022 -0.065263 -0.0366 -0.0446 -0.6275 -0.493
C -1.399128 -3.031385 2.087057 0.0625 -0.0245 0.0178 -0.498
C -0.668338 -4.336542 2.315314 -0.1299 0.0074 -0.0919 -0.017
C -3.829588 3.212374 -8.997533 -0.0199 0.0642 0.1061 -0.023
H 2.655471 -6.102172 4.108540 -0.0006 -0.0062 -0.0022 0.082
H 0.411645 -0.730821 -1.411029 -0.0436 -0.0221 -0.0464 0.031
H -3.243154 4.729371 -2.341800 -0.0462 -0.0469 -0.0033 0.086
H 0.240075 -4.365718 1.709510 0.0646 0.0015 0.0826 0.082
H -4.363475 0.250430 -7.238231 -0.0027 -0.0025 0.0048 0.081
H -2.671241 1.960680 -3.806302 -0.0844 0.0250 -0.0006 0.089
C 0.078784 -0.257490 7.490543 0.0149 -0.1074 -0.0648 -0.023
H -0.349702 -1.746573 3.454066 0.1137 -0.0335 -0.0487 0.058
C 3.520914 -3.198812 2.401467 0.0525 -0.1388 -0.1607 -0.029
H -0.181845 2.116451 5.974003 0.0219 0.0208 0.0770 0.087
H -4.873443 0.580440 -8.909780 0.0385 -0.0019 -0.0497 0.085
H 1.555531 2.166716 0.056129 -0.1028 -0.0043 0.0774 0.070
H 0.177664 0.900984 -1.594999 -0.1002 -0.0058 0.0098 0.024
H 2.463655 0.749331 -2.669870 0.3565 0.1797 0.0122 -0.017
H 1.861653 -4.515640 4.240200 0.0458 0.0790 0.0623 0.067
H 1.020418 1.667220 4.738362 0.0091 -0.0002 0.0030 0.061
H -3.154491 0.503677 -8.519042 -0.0137 0.0013 -0.0623 0.085
H 4.325965 1.259628 1.521587 0.1193 0.0117 -0.0502 0.055
C 0.731573 1.551168 5.780432 0.0278 -0.0849 -0.1759 -0.014
H -1.546380 2.622275 -5.016723 -0.0009 -0.0040 -0.0082 0.082
S 2.991943 1.068136 1.515835 0.1034 0.0555 0.2563 0.579
H 3.863946 -3.050691 1.380689 0.0089 0.0174 -0.0062 0.081
C 0.509191 0.089936 6.085741 -0.0008 0.1227 0.0278 -0.491
H -0.387863 -4.431391 3.365443 0.0721 0.0410 -0.0085 0.076
H -1.808979 4.686892 -1.290053 0.0021 0.0049 0.0020 0.079
H 0.256591 -1.696521 1.794073 0.0560 -0.0037 0.0831 0.069
H -1.311247 -5.168144 2.038019 -0.0025 -0.0062 -0.0007 0.081
H 2.590386 -2.651486 2.553131 0.0188 0.0585 0.0813 0.061
O -0.389683 3.966209 -3.232669 0.0781 -0.0903 0.0622 0.053
C -2.412517 4.115450 -1.990774 0.1281 0.0376 0.0207 -0.025
H -1.284472 -0.909295 2.198206 0.0204 0.0201 -0.0148 0.084
H -2.841338 2.990745 -9.403692 -0.0180 -0.0362 -0.0481 0.085
O 2.754933 -0.342436 1.509600 -0.0683 -0.3451 -0.0377 -0.383
H 1.521177 1.953170 6.417649 -0.0513 0.0182 0.0709 0.088
O -2.533363 -3.015702 1.666782 -0.0390 0.0081 -0.0242 0.060
O 2.412845 1.894679 2.529425 -0.0536 0.2737 0.1227 -0.336
I 5.076739 0.510989 -1.509509 0.8603 -0.0338 -0.0445 0.254
N 0.745372 0.187659 -1.155274 0.3851 0.1200 0.0263 -0.212
P 2.478164 0.394427 -1.324233 -1.8762 -0.1056 0.2465 0.439
C -2.255608 2.875603 -4.232423 0.1756 0.0413 -0.0049 -0.030
C -0.646632 -1.765962 2.405047 -0.1933 0.0040 -0.0923 -0.016
C -4.132285 0.807961 -8.142051 -0.0256 0.0221 0.1215 -0.023
O 0.666111 -0.761696 5.242156 0.0288 -0.0900 0.0461 0.057
C 3.302840 -4.665679 2.663629 -0.0881 0.0597 0.0822 -0.509
H 3.523808 -4.716057 4.803447 -0.0267 0.0856 0.0022 0.085
C -4.133836 2.287928 -7.843472 0.0085 -0.0252 -0.0818 -0.499
H 4.260448 -2.793779 3.094128 -0.0547 0.0335 0.0537 0.091
H -2.832416 3.243443 -1.486203 -0.0621 0.0023 -0.0279 0.084
H -4.560354 3.067980 -9.794835 0.0339 -0.0384 -0.0364 0.085
H -0.861881 0.242401 7.726804 0.0234 0.0496 0.0314 0.085
C -1.563365 3.678845 -3.161473 -0.1116 0.0102 -0.0148 -0.511
O -4.366570 2.710894 -6.735664 -0.0002 0.0151 0.0483 0.058
O 3.484487 -5.508232 1.816098 0.0136 -0.0094 -0.0318 0.065
H -3.860227 4.244711 -8.659334 -0.0006 0.0056 0.0022 0.081
H 2.659418 -0.931728 -0.968958 0.3189 -0.0482 -0.0329 -0.013
```
Positions in Å, forces in eV/Å.